(1)
Below is a structure of composition C30H33BrCl3N5O2RuS, with properties calculated with ωB97M-V/def2-TZVPD.

Properties
Net charge ... +1
2S+1 ... 2
Gap between HOMO and LUMO (spin up / spin down) ... 7.42 / 7.36 eV
Highest occupied orbital energy (spin up / spin down) ... -11.036 / -11.031 eV
Energy above the lowest of the compared OMol25 structures with the same formula, charge and spin ... 0.0 kcal/mol

XYZ file:
```
76
Properties=species:S:1:pos:R:3:forces:R:3:lowdin_charge:R:1
H -1.87499 -0.96092 3.00740 0.0 0.0 0.0 0.130
Cl -3.73090 0.83592 -5.79187 0.1 0.0 0.1 0.647
H -1.36335 -2.36689 2.10061 0.0 0.0 0.0 0.128
C -1.42829 -3.10950 -2.41850 0.0 -0.1 0.0 -0.067
H 4.05963 -3.43057 -0.14886 0.0 0.0 0.0 0.123
C -2.05835 -1.15426 -1.16244 -0.3 -0.7 -0.2 -0.264
H -0.70337 -3.63405 -3.02676 0.0 0.0 0.0 0.111
C -1.15092 4.20851 1.69093 0.0 -0.1 -0.1 -0.049
H 1.92424 -5.08430 1.77868 0.0 0.0 0.0 0.061
C -2.72483 2.39652 1.81340 -0.1 -0.1 0.0 -0.017
H -4.54237 -3.45163 -1.15412 0.0 0.0 0.0 0.111
H 3.74532 -1.87891 0.60959 0.0 0.0 0.0 0.105
C -0.46287 3.58564 0.65970 0.1 0.2 0.1 -0.069
C 1.64200 6.50795 -4.22916 -0.1 0.0 0.0 -0.673
C -2.27521 3.61550 2.27070 0.0 0.0 0.0 -0.068
H -0.18149 -1.38300 -2.17868 0.0 -0.1 0.0 0.068
C -1.72676 1.26771 -4.13580 0.1 -0.2 0.2 -0.331
C -2.64979 -3.69843 -2.13054 0.0 0.0 0.0 -0.068
H -2.88350 -4.68397 -2.50996 0.0 0.0 0.0 0.111
O -0.32133 3.23296 -2.47441 -0.4 -0.2 0.2 -0.075
H 4.53365 -3.53145 2.25603 0.0 0.0 0.0 0.113
N -1.00552 0.76179 -3.40550 0.2 0.1 -0.1 0.171
H -2.79203 4.12269 3.07368 0.0 0.0 0.0 0.110
H -1.43542 -3.84833 4.11146 0.0 0.0 0.0 0.112
H 3.50501 -5.61417 1.21018 0.0 0.0 0.0 0.083
Ru -0.14232 1.28808 -1.27550 0.6 0.5 0.0 1.080
H 0.01515 -1.19549 4.57562 0.0 0.0 0.0 0.127
H 1.67110 -3.95005 -0.25392 0.0 0.0 0.0 0.123
C 3.02750 4.62968 -2.73639 0.0 0.0 0.0 -0.008
Cl -1.73478 2.91306 -6.17717 0.0 0.0 0.0 0.657
H 2.93737 -2.96563 2.65927 0.0 0.0 0.0 0.092
N -2.43801 0.54281 0.29890 -0.2 -0.4 -0.2 0.101
C -1.13321 -1.84254 -1.94236 0.1 0.2 0.1 -0.078
H 0.66606 -2.54445 3.67516 0.0 0.0 0.0 0.099
C -0.88743 2.34992 0.19171 -0.1 -0.2 0.0 -0.221
C -1.14064 -3.01126 4.75258 0.0 0.0 0.0 -0.268
H -0.80871 5.16909 2.05336 0.0 0.0 0.0 0.114
C -3.57899 -3.00689 -1.36556 -0.1 0.0 0.0 -0.066
H 0.41181 4.06336 0.23829 0.0 0.0 0.0 0.108
H -1.07125 -4.22901 6.54316 0.0 0.0 0.0 0.075
C -0.43321 -3.53845 5.99373 0.0 0.0 0.0 -0.104
H -0.11396 5.33883 -3.80983 0.0 0.0 0.0 0.110
H 3.55208 3.88524 -2.15405 0.0 0.0 0.0 0.120
C 0.92158 3.36394 -2.34054 -0.1 0.1 -0.2 -0.590
H -3.60053 1.91481 2.23002 0.0 0.0 0.0 0.117
H -2.06565 -2.50351 5.04130 0.0 0.0 0.0 0.114
H -4.02042 -1.19641 -0.29936 0.0 0.0 0.0 0.108
N -1.72900 0.13247 -0.66120 0.2 0.7 0.2 -0.113
H 4.76477 5.81342 -3.15316 0.0 0.0 0.0 0.112
C 3.00942 6.64742 -4.04708 0.0 0.0 0.0 -0.109
C 0.67866 -1.07960 0.95557 0.0 0.2 0.2 -0.686
C 2.99960 -5.00882 1.96487 0.0 0.0 0.0 -0.103
O 1.54227 2.47269 -1.67887 0.0 -0.3 0.0 -0.163
S 1.41386 0.10942 -0.08668 0.0 -0.2 -0.2 0.780
C -2.03085 1.76722 0.77267 0.3 0.4 0.0 -0.308
H -0.16340 -2.72283 6.66634 0.0 0.0 0.0 0.078
H 3.52923 7.48652 -4.48810 0.0 0.0 0.0 0.106
C 3.69843 5.70443 -3.29676 0.0 0.0 0.0 -0.054
C 0.95315 5.44668 -3.67426 0.0 0.0 0.0 -0.061
C -3.29399 -1.74205 -0.88276 0.1 0.1 0.0 -0.017
C 1.65614 4.50646 -2.92799 0.0 0.0 0.0 -0.135
C 3.49268 -3.56614 1.93107 0.0 0.0 0.0 -0.257
Cl -3.59013 3.07739 -3.94896 0.0 0.0 0.0 0.655
H 0.63011 -2.97989 1.56428 0.0 0.0 0.0 0.128
C -0.99731 -1.53768 2.71540 0.1 0.0 0.0 -0.170
N -0.18060 -0.66675 1.87289 -0.2 -0.1 0.1 0.036
N 1.00240 -2.35559 0.86381 -0.1 -0.1 0.0 0.058
C 3.39904 -2.91406 0.55273 0.0 0.0 0.0 -0.190
H 3.19047 -5.46195 2.93685 0.0 0.0 0.0 0.076
C 1.99556 -2.93142 -0.04479 0.1 0.0 -0.1 -0.202
H 1.97328 -2.37204 -0.98055 0.0 0.0 0.1 0.090
C -0.27092 -2.04846 3.95416 0.0 0.0 0.0 -0.202
H -0.32703 0.33011 1.92296 0.0 0.0 0.0 0.113
H 0.48309 -4.06862 5.72706 0.0 0.0 0.0 0.074
Br 0.69904 7.79038 -5.25394 0.0 0.0 0.0 0.758
C -2.66002 1.99137 -4.98969 -0.3 0.2 -0.3 -1.611
```
Forces are in eV/Å.

(2)
Below is a structure of composition C30H33Cl5CoN3O8PS3, with properties calculated with ωB97M-V/def2-TZVPD.

Properties
Net charge ... -2
2S+1 ... 4
Gap between HOMO and LUMO (spin up / spin down) ... 6.41 / 6.41 eV
Highest occupied orbital energy (spin up / spin down) ... -3.061 / -3.062 eV
Energy above the lowest of the compared OMol25 structures with the same formula, charge and spin ... 9.9 kcal/mol

XYZ file:
```
84
Properties=species:S:1:pos:R:3:forces:R:3:lowdin_charge:R:1
O -0.86548 -0.94957 3.56938 0.0 0.0 0.0 0.051
H 4.34520 5.28723 -0.34106 0.0 0.0 0.0 0.069
C 0.69570 -4.43844 0.70133 0.0 0.0 0.0 -0.041
H -2.92223 -0.27738 -2.66469 0.0 0.0 0.0 0.082
Cl 0.15735 1.13615 -4.77087 0.1 0.0 0.0 0.691
O 0.50821 0.35417 -1.99075 0.2 -0.2 0.2 -0.227
Cl 5.43391 0.09800 -5.19669 -0.1 0.0 0.0 0.606
H 2.03895 1.89892 6.84253 0.0 0.0 0.0 0.089
Cl 2.97082 -0.56753 -0.46274 0.0 0.0 0.0 0.751
H 0.01175 -1.89258 -1.24008 0.1 0.0 0.0 0.064
C 2.52878 2.87355 0.14335 0.1 0.1 0.1 -0.933
C -2.95074 0.71474 -2.20448 0.0 0.0 0.0 -0.372
C 0.75894 -5.82288 0.68799 0.0 0.0 -0.1 -0.067
O -2.48106 4.11034 -1.26884 0.1 -0.1 0.0 0.000
C -4.52400 -1.43881 -0.24307 0.0 0.0 0.0 -0.144
H 4.93842 -0.52888 -2.44417 0.0 0.0 0.0 0.101
O -0.50363 -8.74618 0.72660 0.0 0.0 0.0 -0.385
C 1.64039 0.59763 -4.03795 0.0 0.0 -0.1 -0.583
S 2.52909 3.33478 -1.54758 -0.1 -0.1 0.0 0.943
C 0.57002 0.33692 6.62352 0.0 0.0 0.0 -0.104
O -0.46673 3.12618 -1.00465 0.0 -0.2 0.1 -0.140
C 0.76826 0.80691 3.88068 0.0 0.0 0.0 -0.073
C -3.48756 1.58755 0.53581 0.1 0.0 0.1 -0.385
O 0.09967 0.40753 1.62394 0.0 0.1 0.0 -0.172
C -0.30301 -5.86232 -1.45425 0.0 0.0 0.0 -0.071
C -0.19244 -0.40487 5.74443 0.0 0.0 0.0 -0.023
H 0.58098 -1.86623 0.32096 0.1 -0.1 0.0 0.036
H 0.48882 0.14707 7.68746 0.0 0.0 0.0 0.094
H -3.26406 0.54538 2.45556 0.0 0.0 0.0 0.062
H -4.27578 2.41617 -2.06315 0.0 0.0 0.0 0.054
H -2.12263 1.85916 2.21045 0.0 0.0 0.0 0.060
C 4.01328 -0.20380 -2.89983 0.1 0.0 0.0 -0.160
C 3.97034 0.15197 -4.23512 0.1 0.0 0.1 -0.684
C 0.11818 -3.74378 -0.36424 0.0 0.1 0.0 -0.325
C 1.60973 0.26442 -2.66526 -0.1 0.2 0.0 -0.502
H -5.12616 0.86245 -1.97536 0.0 0.0 0.0 0.053
H -4.49830 1.44495 -3.51825 0.0 0.0 0.0 0.067
H -5.15981 -0.76135 0.33013 0.0 0.0 0.0 0.058
C -0.10340 -0.18247 4.36779 0.1 0.0 0.0 -0.266
C 0.86686 1.09281 2.42416 0.0 -0.3 0.1 -0.416
C 1.44081 1.31796 6.15199 0.0 0.0 0.0 -0.110
H 2.73922 0.82480 -5.85997 0.0 0.0 0.0 0.098
P -2.41181 0.48051 -0.45634 -0.3 0.1 -0.1 0.984
H -4.78305 -1.33402 -1.29837 0.0 0.0 0.0 0.058
H -0.68093 -6.43536 -2.29146 0.0 0.0 0.0 0.100
H 4.79339 2.53861 -1.62876 0.0 0.0 0.0 0.072
S 0.35108 -8.34041 -0.38295 0.0 0.0 0.0 0.390
H -0.82034 -3.94139 -2.27952 0.0 0.0 0.0 0.100
N 1.59406 2.19441 0.66409 0.0 -0.2 -0.3 -0.147
O 1.76240 -8.63565 -0.16609 0.0 0.0 0.0 -0.386
C 0.26000 -6.54929 -0.39115 0.0 0.1 0.1 -0.282
C 2.78215 0.55052 -4.81522 -0.1 0.0 -0.1 -0.153
C 2.85691 -0.14498 -2.14381 0.0 0.0 0.0 -0.576
N 1.70263 2.00975 2.03549 0.0 0.0 -0.1 0.047
C 4.32450 3.52250 -1.57878 0.0 0.0 0.0 -0.515
H -4.53267 1.32340 0.36669 0.0 0.0 0.0 0.066
C -0.67308 5.48340 -0.73467 0.1 0.1 0.1 -0.986
C -3.15224 1.54455 2.02942 0.0 0.0 -0.1 -0.137
C -1.27216 4.09104 -1.02805 -0.1 -0.1 -0.1 -0.768
H -0.87026 -1.17492 6.09079 0.0 0.0 0.0 0.113
H -2.15573 1.29328 -2.67657 0.0 0.0 0.0 0.045
H -3.33868 2.59113 0.14076 0.0 0.1 0.0 0.053
H -3.80789 2.21881 2.58469 0.0 0.0 0.0 0.067
H -2.78071 -1.34158 1.04607 0.0 0.0 0.0 0.074
H -2.43175 -1.90360 -0.55157 0.0 0.0 0.0 0.053
S 3.92561 3.39990 1.08562 0.0 0.0 0.0 0.911
N -0.01271 -2.34671 -0.33815 -0.1 -0.1 0.1 0.092
H 1.21028 -6.36067 1.51309 0.0 0.0 0.0 0.111
Cl 0.40119 5.46772 0.68303 0.0 0.1 -0.1 0.598
C 4.70580 4.25920 -0.30739 0.0 0.0 0.0 -0.540
Cl 0.17794 6.10942 -2.17466 0.0 0.0 0.0 0.553
H 4.57614 4.09086 -2.47479 0.0 0.0 0.0 0.078
H -4.77349 -2.45805 0.05837 0.0 0.0 0.0 0.071
C -0.38069 -4.47386 -1.44005 0.0 0.0 -0.1 -0.049
H -1.48164 6.16890 -0.52830 0.0 0.1 0.0 0.048
C -4.29711 1.39619 -2.44507 0.0 0.0 0.0 -0.151
H 5.78270 4.25538 -0.13368 0.0 0.0 0.0 0.069
H 2.18825 2.30064 4.39106 0.0 0.0 0.0 0.105
C -3.03860 -1.18379 -0.00469 0.0 0.0 0.0 -0.384
H 1.09529 -3.87640 1.54040 0.0 0.0 0.0 0.103
H -0.68260 -0.65462 2.64441 0.0 0.0 0.0 0.063
Co -0.06867 1.14989 -0.27650 -0.2 0.4 0.1 0.634
O -0.14823 -8.73803 -1.69455 0.0 0.0 0.0 -0.393
C 1.52808 1.54265 4.79217 0.0 0.0 0.0 -0.035
```
Forces are in eV/Å.

(3)
Below is a cluster of 2 separate species, C30H33F3N2O4S in total, with properties calculated with ωB97M-V/def2-TZVPD.

Properties
Net charge ... 0
2S+1 ... 1
Gap between HOMO and LUMO ... 2.88 eV
Highest occupied orbital energy ... -5.510 eV

XYZ file:
```
73
Properties=species:S:1:pos:R:3:forces:R:3:lowdin_charge:R:1
N 6.63474 -1.03024 -0.71274 0.0 0.4 0.4 -0.117
C -0.66272 -2.39632 -2.94697 0.0 0.3 0.3 0.010
H 6.97686 0.10263 -2.41569 0.1 -0.3 -0.1 0.130
H -5.55141 1.14294 3.72316 -0.1 -0.1 0.0 0.070
C 5.23114 -0.82260 -0.69708 -0.4 0.3 -0.1 -0.216
O -5.31708 -4.45015 -3.75914 0.7 0.0 0.0 -0.136
H -5.70280 -0.39627 2.83784 0.0 0.2 0.0 0.073
H 6.76562 -1.64576 -2.74583 0.0 0.2 0.1 0.129
H 8.98126 -3.10890 0.55326 -0.1 0.4 0.1 0.130
H 9.20003 -0.20395 -1.62304 0.1 -0.4 -0.1 0.129
C 0.07434 -0.78654 -1.25044 -0.7 -0.4 -0.5 -0.190
H -1.51239 0.12795 -0.09374 0.0 -0.2 -0.1 0.131
H 9.07425 -1.34520 -3.03619 0.0 0.4 0.3 0.129
S 1.61752 0.40470 3.43402 -1.4 -1.2 0.3 0.710
F 4.22616 0.24148 3.44083 -0.3 -0.6 0.1 0.120
C 0.34507 -1.65180 -2.36309 -0.3 -0.1 0.1 -0.003
H 2.28066 -2.48075 -1.03541 0.2 0.2 0.2 0.116
O 1.73272 1.05007 2.13722 0.5 0.6 0.3 -0.342
H -2.75363 -2.53308 -4.86391 -0.2 0.0 0.1 0.129
H -3.29588 2.04624 3.68190 0.2 -0.2 0.0 0.106
C 3.37850 0.69342 -0.36334 -0.6 0.0 -0.1 0.000
C -0.96799 -0.48361 3.52632 -1.0 0.4 0.1 -0.312
H 4.72089 -2.88438 -1.09700 -0.2 0.3 0.2 0.120
H 5.44526 1.30121 -0.39203 -0.2 -0.2 0.1 0.127
C 3.18514 -0.59668 3.58014 -0.2 -0.4 -0.1 -0.633
H -5.08401 -3.50152 -5.50439 0.4 -0.2 0.0 0.130
F 3.24227 -1.53173 2.59043 0.2 0.5 0.6 0.093
H 2.98726 1.67817 -0.12179 0.1 -0.1 0.0 0.125
C 1.05984 -0.09622 -0.52602 -0.2 0.1 -0.1 0.096
H -3.93265 -2.19645 3.68298 0.1 0.1 0.0 0.108
H -3.76139 -4.69656 -5.14980 -0.3 0.1 0.1 0.129
O 1.58168 1.21970 4.62904 0.3 0.2 -0.6 -0.301
C -1.28524 -0.61287 -0.86161 0.3 -0.1 0.1 0.025
H -4.18768 -1.90749 -3.98134 0.2 -0.1 -0.1 0.136
C -1.96954 -2.33949 -2.41051 0.0 0.0 0.2 -0.211
C -5.24772 0.09454 3.70702 -0.2 0.0 0.0 -0.081
C -3.55279 -2.79858 -4.16075 -0.4 0.0 0.1 -0.143
C -1.50314 0.84642 3.58396 0.2 -0.6 -0.1 -0.045
O 9.06804 -2.27555 -1.26593 -0.1 0.6 0.3 -0.137
H -5.65919 -0.41591 4.58702 0.0 0.2 -0.1 0.077
H 9.04021 -1.28832 0.59976 0.0 -0.3 -0.3 0.131
H 6.77200 -1.90440 1.17234 0.1 -0.1 -0.3 0.137
N -2.93957 -3.24069 -2.90964 0.5 0.1 0.4 -0.113
C 7.10610 -2.12117 0.14587 -0.2 -0.1 -0.4 -0.145
C -3.24370 -1.35294 3.64321 0.3 0.1 -0.1 -0.078
H -3.33895 -4.11644 -1.04302 -0.2 0.1 -0.2 0.140
C 8.71943 -1.11725 -2.02239 0.0 -0.2 0.1 -0.188
H -3.94352 -5.72471 -2.79097 -0.3 0.2 0.0 0.132
C -4.42021 -3.91203 -4.73109 -0.2 -0.1 0.0 -0.186
H 1.35739 -1.74353 -2.74680 -0.2 0.2 0.0 0.112
C -1.88771 -1.57680 3.56881 0.3 0.4 -0.1 -0.058
C -3.89386 -3.75548 -1.92060 0.0 0.3 -0.3 -0.149
C 4.72992 0.48476 -0.49538 0.5 -0.5 0.0 0.020
H -0.81632 1.69644 3.57756 -0.3 -0.2 0.0 0.098
C 0.38981 -0.80105 3.41742 1.7 0.0 -0.3 -0.228
F 3.27353 -1.23317 4.76521 0.1 0.4 -0.8 0.125
C -4.65008 -4.89896 -2.57732 -0.4 0.1 0.0 -0.183
C 7.21293 -0.90674 -2.05159 -0.2 -0.4 -0.1 -0.145
H -4.59937 -2.96371 -1.60894 0.0 -0.3 0.0 0.124
H 6.67807 -3.09226 -0.16372 0.3 0.1 0.1 0.117
H -5.46405 -5.23710 -1.92148 0.4 -0.1 -0.1 0.131
C 8.62490 -2.17901 0.08853 -0.1 -0.3 -0.2 -0.183
C 4.32782 -1.88469 -0.89531 0.3 0.2 0.0 0.006
H -3.30868 -1.31130 -1.04527 0.4 0.0 -0.1 0.119
H 0.70290 -1.84051 3.34572 0.2 0.4 0.0 0.075
H -0.46173 -3.08582 -3.77380 -0.1 0.3 0.3 0.126
C 2.96725 -1.65348 -0.86964 -0.2 0.3 0.0 -0.008
H -1.45722 -2.57917 3.53730 -0.3 0.2 0.1 0.104
C -2.27835 -1.40903 -1.39238 0.0 -0.2 -0.3 0.012
C -2.87542 1.03914 3.64559 -0.3 -0.5 0.0 -0.060
C 2.44637 -0.35534 -0.59154 1.1 -0.5 0.0 -0.202
H 0.72864 0.72763 0.10603 0.2 -0.1 0.0 0.122
C -3.75886 -0.05212 3.66444 0.2 0.0 0.0 -0.315
```
Forces are in eV/Å.

Question: Which value of net charge does entry 2 give?
Answer: -2